# 1
16 unconnected molecules or ions with the total composition C19H70N14O16, computed with the ωB97M-V functional and the def2-TZVPD basis.

* multiplicity: 1
* total charge: 0
* relative energy (zero: lowest compared OMol25 entry of this formula, charge and spin): 13.602 eV

CARTESIAN COORDINATES (ANGSTROEM)
O -3.63 1.04 -0.05
O 0.97 3.37 -0.66
O 1.89 0.46 0.94
O -1.41 -5.77 -1.44
O -2.99 4.80 -0.53
O -0.27 1.18 -4.91
O -1.45 -2.26 3.79
O -0.98 2.19 2.57
O 5.22 2.34 3.95
O 4.64 -3.45 0.19
O 0.37 1.72 4.83
O 4.37 0.66 -1.12
O 0.00 -1.46 -5.21
O 0.99 -2.83 4.85
O -2.78 -2.14 0.02
O -1.73 -0.39 -2.08
N 2.37 -2.84 -0.04
N -4.01 -0.14 -2.44
N -2.64 1.20 3.78
N 1.48 3.27 1.60
N 3.74 -1.44 0.78
N -2.73 -0.67 -4.13
N 2.79 -2.02 3.43
N 0.24 -1.30 0.53
N -1.97 0.13 1.95
N -0.02 0.78 -0.38
N -4.91 -2.20 -0.98
N 2.68 4.60 0.47
N 1.19 -3.14 2.48
N -4.42 -3.72 0.46
C 1.07 0.57 4.42
C -2.83 -0.38 -2.90
C 0.59 2.07 -4.10
C 3.50 1.38 -1.88
C -2.02 4.22 0.24
C 1.66 3.82 0.48
C -1.93 -3.21 2.90
C 0.56 3.34 -4.80
C -1.10 -4.37 -1.29
C 1.63 -2.61 3.60
C 3.62 -2.61 0.23
C 4.05 2.08 3.15
C 3.84 2.86 -2.00
C 0.71 -0.04 0.37
C -1.87 1.13 2.76
C -4.01 -2.68 -0.20
C 0.35 -2.27 -4.15
C -4.65 1.65 0.69
C 1.21 -1.57 -3.11
H -5.63 1.20 0.37
H -1.61 -4.14 3.24
H 3.12 4.88 -0.45
H 3.14 -0.61 0.56
H 5.86 2.24 3.29
H -4.48 2.72 0.65
H -4.43 -1.52 -1.61
H 0.78 -1.00 -5.42
H -3.89 0.39 -1.55
H -5.45 -3.94 0.49
H -0.20 0.30 -4.50
H -2.59 -0.71 2.03
H -1.81 -0.99 -4.44
H 1.49 -2.21 -0.04
H -0.07 2.15 4.06
H 4.75 2.95 -2.58
H -4.76 0.02 -3.11
H -0.17 -4.03 -1.59
H -3.58 -0.56 -4.73
H 3.10 3.43 -2.59
H 4.72 -1.10 0.95
H 3.98 3.34 -1.06
H 1.40 0.12 5.30
H -1.56 -3.03 1.95
H -0.63 -1.49 0.07
H 3.92 1.02 2.86
H -0.66 0.43 -1.07
H 2.96 5.00 1.37
H -3.86 -4.16 1.27
H 0.96 -1.91 -2.14
H 0.80 2.52 1.68
H -1.11 -4.18 -0.14
H -1.81 3.23 -0.13
H -5.76 -2.67 -1.30
H -1.92 -3.89 -1.80
H 1.41 3.93 -4.54
H -3.30 0.49 3.97
H 0.59 3.20 -5.87
H 0.26 -0.10 4.17
H 4.15 2.50 2.16
H -0.49 -2.36 3.66
H 0.78 -3.14 -4.54
H 4.53 -0.14 -1.60
H 2.20 -3.82 -0.37
H -4.60 1.34 1.76
H 0.51 -3.94 2.60
H 3.18 2.41 3.69
H 0.30 1.73 -0.62
H 1.01 -0.52 -3.06
H -1.23 0.00 1.24
H -2.30 1.81 4.56
H 2.09 3.37 2.33
H -3.07 0.60 0.57
H 3.22 -1.48 4.22
H -2.30 3.93 1.19
H -2.33 -5.86 -1.07
H 0.03 2.14 -3.12
H 3.10 -1.86 2.41
H 1.58 1.68 -3.85
H -0.35 3.96 -4.53
H 3.61 0.94 -2.83
H -0.60 -2.56 -3.67
H 1.76 0.68 3.62
H 2.43 1.27 -1.75
H 0.63 -1.78 1.35
H -3.00 5.72 -0.35
H 2.28 -1.71 -3.27
H -1.08 4.76 0.33
H 1.61 -3.08 1.53
H -2.98 -3.22 2.73

=====

# 2
C19H8BrCl2N3O2S in the gas phase, computed with the ωB97M-V functional and the def2-TZVPD basis.

* multiplicity: 1
* total charge: 0
* relative energy (zero: lowest compared OMol25 entry of this formula, charge and spin): 0.419 eV

CARTESIAN COORDINATES (ANGSTROEM)
Br 0.56 8.96 0.90
Cl 0.99 -8.04 1.14
Cl 2.82 -3.58 3.69
S -0.05 1.00 0.44
O -2.18 2.82 -2.20
O -0.24 -1.88 -0.43
N -1.17 5.68 -0.99
N 0.42 3.54 1.44
N -0.79 3.37 -0.43
C -0.61 -3.62 -1.83
C 0.51 6.10 1.30
C -1.38 2.52 -1.33
C 1.15 -6.33 1.27
C 1.91 -4.33 2.39
C -0.13 2.73 0.56
C 1.30 -3.56 1.41
C 0.59 -4.13 0.34
C -0.89 -1.41 -1.58
C -1.31 -0.04 -1.79
C -0.64 4.68 -0.28
C 0.52 -5.54 0.26
C -0.05 -3.22 -0.63
C -0.82 6.94 -0.58
C -1.02 1.11 -1.04
C 0.12 4.80 0.89
C -1.08 -2.42 -2.47
C 0.03 7.18 0.54
C 1.91 -5.74 2.31
H -0.14 -6.01 -0.47
H 1.13 6.18 2.18
H -1.20 7.79 -1.15
H -0.70 -4.59 -2.26
H -1.54 -2.34 -3.45
H -1.84 0.20 -2.71
H 2.40 -6.35 3.06
H 1.42 -2.50 1.49

=====

# 3
2 unconnected molecules or ions with the total composition C2, computed with the ωB97M-V functional and the def2-TZVPD basis.

* multiplicity: 1
* total charge: 0
* relative energy (zero: lowest compared OMol25 entry of this formula, charge and spin): 4.782 eV

CARTESIAN COORDINATES (ANGSTROEM)
C -0.65 -0.21 0.84
C 0.65 0.21 -0.84

=====

# 4
C2 in the gas phase, computed with the ωB97M-V functional and the def2-TZVPD basis.

* multiplicity: 1
* total charge: 0
* relative energy (zero: lowest compared OMol25 entry of this formula, charge and spin): 0.001 eV

CARTESIAN COORDINATES (ANGSTROEM)
C 0.00 0.00 -0.63
C 0.00 0.00 0.63

=====

# 5
A gas-phase ion, C2 (charge +1), computed with the ωB97M-V functional and the def2-TZVPD basis.

* multiplicity: 2
* total charge: +1
* relative energy (zero: lowest compared OMol25 entry of this formula, charge and spin): 0.570 eV

CARTESIAN COORDINATES (ANGSTROEM)
C 0.00 0.00 0.91
C 0.00 0.00 -0.91

=====

# 6
2 unconnected molecules or ions with the total composition C20H10Cl4NO4S, computed with the ωB97M-V functional and the def2-TZVPD basis.

* multiplicity: 1
* total charge: -1
* relative energy (zero: lowest compared OMol25 entry of this formula, charge and spin): 2.688 eV

CARTESIAN COORDINATES (ANGSTROEM)
Cl -5.92 2.43 0.93
Cl 0.05 3.74 1.89
Cl -1.88 6.07 0.98
Cl -4.96 5.45 0.97
S -0.32 -1.22 -1.17
O -1.00 1.15 0.85
O 0.46 -0.67 -2.26
O -1.75 -1.05 -1.12
O -3.71 0.52 0.85
N 5.36 3.92 1.11
C -0.15 -3.03 -1.33
C 0.54 -3.60 -2.40
C -4.26 2.83 0.94
C 1.48 1.45 -0.26
C 3.62 2.04 0.64
C -0.03 -5.81 -1.56
C 3.80 0.72 1.06
C -0.63 -5.23 -0.44
C -3.84 4.15 0.98
C -3.33 1.69 0.90
C 4.59 3.06 0.91
C 0.57 -5.01 -2.54
C -1.84 2.04 0.99
C -2.44 4.46 1.09
C 2.78 -0.19 0.93
C 0.39 -0.72 0.32
C 1.54 0.15 0.31
C 2.45 2.39 -0.05
C -0.68 -3.83 -0.32
C -1.52 3.44 1.29
H 4.75 0.44 1.52
H 0.61 1.69 -0.89
H 2.33 3.42 -0.40
H -0.04 -1.12 1.24
H 1.07 -5.47 -3.40
H 2.93 -1.23 1.24
H -1.05 -5.85 0.36
H 1.10 -2.97 -3.10
H 0.00 -6.91 -1.66
H -1.07 -3.36 0.58

=====

# 7
A molecular structure, C20H11BCl5N2PtS, computed with the ωB97M-V functional and the def2-TZVPD basis.

* multiplicity: 1
* total charge: -1
* relative energy (zero: lowest compared OMol25 entry of this formula, charge and spin): 0.000 eV

CARTESIAN COORDINATES (ANGSTROEM)
Pt 0.17 0.28 0.05
Cl 3.20 4.84 1.63
Cl 2.93 6.11 -1.20
Cl 0.09 1.83 -2.83
Cl 1.89 2.09 2.24
Cl 1.35 4.60 -3.43
S -3.30 -2.59 0.45
N 2.00 -0.64 -0.20
N -0.99 -1.47 0.36
C 3.13 -0.88 -0.24
C -2.27 -1.20 0.33
C 2.21 4.57 -0.87
C -0.74 -2.83 0.47
C 0.57 -4.82 0.65
C -3.37 2.83 0.12
C -1.90 -3.61 0.53
C 0.94 2.66 -1.57
C -4.05 0.54 0.18
C 1.75 2.77 0.65
C -2.71 0.17 0.22
C 1.04 2.05 -0.31
C -4.39 1.88 0.12
C -1.84 -5.00 0.65
C 1.51 3.89 -1.86
C 0.51 -3.44 0.53
C -0.60 -5.59 0.70
C -1.65 1.11 0.17
C 2.33 4.01 0.40
C -2.03 2.46 0.15
B 4.66 -1.26 -0.30
H 4.91 -1.93 0.68
H -2.75 -5.59 0.69
H -3.62 3.89 0.09
H 1.53 -5.30 0.69
H 1.40 -2.84 0.48
H -1.27 3.23 0.15
H -4.83 -0.21 0.20
H 4.84 -1.90 -1.32
H 5.29 -0.22 -0.32
H -0.52 -6.67 0.79
H -5.42 2.19 0.08

=====

# 8
A molecular structure, C20H13BrFeN2O2S, computed with the ωB97M-V functional and the def2-TZVPD basis.

* multiplicity: 6
* total charge: -1

CARTESIAN COORDINATES (ANGSTROEM)
Br -3.03 2.83 0.52
Fe -0.10 0.66 -0.36
S 0.04 -4.05 -0.62
O 3.19 2.49 1.43
O 1.80 1.09 0.33
N 0.05 -1.54 -1.15
N -0.29 2.66 0.90
C 1.03 -4.35 -3.26
C 1.34 -2.30 -4.52
C -0.02 5.00 2.32
C -1.27 4.61 1.87
C -1.03 -2.86 2.10
C 1.41 -3.70 -4.42
C -1.63 -1.04 3.53
C -0.22 1.63 -2.13
C 0.90 3.04 1.34
C 2.09 2.11 1.02
C 0.52 -2.17 -2.29
C -0.75 -1.93 1.10
C 1.08 4.21 2.06
C 0.90 -1.53 -3.47
C -0.23 -2.38 -0.21
C -1.48 -2.41 3.33
C -0.88 -0.54 1.24
C -1.34 -0.15 2.51
C -1.33 3.42 1.16
C 0.58 -3.57 -2.19
H 1.65 -1.82 -5.44
H 0.83 -0.45 -3.50
H -1.48 0.91 2.72
H -1.70 -3.12 4.12
H 1.76 -4.28 -5.26
H -1.98 -0.68 4.49
H -0.89 -3.92 1.93
H 0.52 2.32 -2.55
H -1.10 1.65 -2.78
H 2.08 4.46 2.39
H 0.08 5.93 2.88
H 1.08 -5.42 -3.18
H -2.16 5.19 2.05

=====

| no. | E (eV) |
| --- | --- |
| 1 | -74454.723 |
| 2 | -134320.116 |
| 3 | -2059.950 |
| 4 | -2064.731 |
| 5 | -2051.958 |
| 6 | -91504.641 |
| 7 | -101273.277 |
| 8 | -143291.818 |